1.
# C10H10Cl2N2O

The molecule C10H10Cl2N2O in a non-equilibrium geometry (ωB97M-V/def2-TZVPD, the OMol25 dataset).

The multiplicity is 3. Its frontier orbital gap (spin up / spin down) is 7.20 / 7.54 eV.

Last column: Löwdin spin population.
CARTESIAN COORDINATES (ANGSTROEM)
C 2.92617 2.37677 -0.96394  0.0000
C 1.50972 2.39494 -0.98463  0.0005
C 3.51400 1.23543 -0.43400  0.0003
C 0.75862 1.21951 -0.64251  0.0016
C 2.77765 0.10379 -0.12561  0.0000
C 1.40626 0.04188 -0.38754  0.0008
C -2.61343 -2.08584 1.72653  0.1117
C -1.52700 -0.86974 1.59497  0.1308
C -2.74624 -0.22309 -0.38550  0.5487
C -0.64622 -1.37305 -0.51290  0.0124
N -3.51984 -2.27089 0.92277  0.7211
N -1.54005 -0.49893 0.20299  0.1658
O 0.72494 -1.16074 -0.11740  0.0059
Cl -3.73862 0.87705 0.39561  0.1313
Cl -2.95471 -0.43953 -2.07535  0.1134
H 3.61070 3.23575 -1.08934  0.0000
H 0.88279 3.14516 -1.18525  0.0000
H 4.62806 1.37400 -0.30830  0.0000
H -0.36867 1.30380 -0.65727  0.0008
H 3.14582 -0.77148 0.29519  0.0000
H -2.27720 -2.49635 2.64253  0.0439
H -1.90724 -0.09239 2.16256  0.0049
H -0.65134 -1.44788 1.84498  0.0024
H -0.75210 -2.42053 -0.41754  0.0036
H -0.64206 -1.15764 -1.50105  -0.0001

***

2.
# C31H43N4O4PdS3SeSi

A structure of composition C31H43N4O4PdS3SeSi (ωB97M-V/def2-TZVPD, the OMol25 dataset).

The multiplicity is 3. As for the net charge: -1. Its frontier orbital gap (spin up / spin down) is 5.64 / 6.60 eV.

Last column: Löwdin spin population.
CARTESIAN COORDINATES (ANGSTROEM)
Pd 0.07303 -0.83112 0.63157  1.2294
C -3.07947 0.34468 1.91735  0.0590
Si -1.82141 -1.04961 2.26220  0.2291
C -1.30711 -0.83371 4.12269  0.0371
C -0.79755 0.59411 4.35170  0.0036
C -2.49401 -1.03241 5.07416  0.0111
C -0.18736 -1.80668 4.50310  0.0033
C -2.74386 -2.71092 1.89732  0.0358
C -3.82354 -3.08953 2.91473  0.0099
C -3.44835 -2.52024 0.54312  0.0039
C -1.74612 -3.86751 1.78023  0.0061
H -4.02996 0.18800 2.44312  0.0105
H -3.28621 0.39389 0.84623  0.0023
H -2.68988 1.32120 2.21931  0.0003
H -1.56775 1.34308 4.14755  0.0001
H 0.07049 0.81993 3.73654  0.0015
H -0.49796 0.71216 5.40214  -0.0001
H -3.37103 -0.45227 4.76970  0.0008
H -2.21556 -0.70186 6.08519  0.0028
H -2.78896 -2.07675 5.14298  0.0002
H 0.68423 -1.68944 3.85558  0.0011
H -0.51085 -2.84752 4.41828  0.0001
H 0.12047 -1.63964 5.54547  -0.0001
H -4.49151 -2.25446 3.14967  0.0006
H -3.39229 -3.45457 3.84720  0.0002
H -4.44124 -3.90030 2.50450  0.0026
H -4.28605 -1.82101 0.62196  0.0002
H -3.84686 -3.48325 0.19775  -0.0002
H -2.76763 -2.14011 -0.21524  0.0029
H -1.27410 -4.09106 2.74168  0.0001
H -0.95564 -3.65939 1.06150  0.0026
H -2.26386 -4.77639 1.44513  -0.0001
C 5.03788 0.72182 -0.74845  0.0002
C 3.91898 1.71021 -1.02671  0.0006
S 2.38648 0.97247 -1.68007  0.0016
O 2.14990 -0.22966 -0.82941  0.0112
C 3.00495 0.35150 -3.28469  0.0005
C 3.45861 -1.09832 -3.21000  0.0001
H 5.74566 1.14055 -0.03048  0.0000
H 5.59019 0.48266 -1.65883  0.0000
H 4.64026 -0.20708 -0.33120  0.0004
H 4.19972 2.50490 -1.72582  0.0001
H 3.58594 2.19691 -0.10497  0.0000
H 3.78471 1.03929 -3.62031  0.0001
H 2.14446 0.44440 -3.94585  0.0000
H 4.42688 -1.21459 -2.72816  0.0001
H 3.51583 -1.51220 -4.21824  0.0000
H 2.73560 -1.67882 -2.63516  0.0000
O -0.44603 -4.20628 -1.27365  0.0057
C -0.81197 -3.15909 -1.76696  0.0045
N -0.53341 -1.90264 -1.31760  0.0508
S -1.05601 -0.74861 -2.30230  0.0141
O -0.01852 -0.15882 -3.11796  0.0016
O -1.87104 0.19773 -1.56886  0.0263
C -2.01454 -1.81554 -3.34880  0.0028
C -2.85744 -1.52409 -4.40377  0.0005
C -3.43171 -2.59607 -5.07416  0.0007
C -3.14894 -3.90693 -4.69583  0.0001
C -2.29232 -4.17716 -3.63795  0.0008
C -1.72734 -3.10825 -2.96441  0.0013
H -3.06587 -0.50068 -4.69010  0.0001
H -4.10703 -2.41433 -5.90142  0.0001
H -3.61103 -4.72441 -5.23724  0.0000
H -2.06251 -5.18800 -3.32571  0.0000
S 2.88968 4.40916 3.95455  0.0005
C 2.23184 3.06805 2.97160  0.0022
C 2.85452 1.82903 2.97237  0.0019
C 2.27313 0.79569 2.25693  0.0081
N 1.13668 0.95417 1.58477  0.0736
C 0.56042 2.15242 1.54900  0.0162
C 1.07899 3.24445 2.22243  0.0025
C 1.69566 4.32513 5.28248  0.0002
C 0.90528 5.42228 5.58964  0.0001
C 0.00075 5.31391 6.63699  0.0000
N -0.16556 4.21149 7.36083  0.0000
C 0.59250 3.16257 7.04646  0.0000
C 1.53802 3.16877 6.03267  0.0000
H 3.76929 1.66543 3.52574  0.0004
H 2.70876 -0.19559 2.21936  0.0004
H -0.35593 2.22571 0.97504  0.0048
H 0.58308 4.20526 2.18219  0.0004
H 0.98977 6.34089 5.02456  0.0000
H -0.62817 6.15873 6.89911  0.0000
H 0.43990 2.26606 7.63817  0.0000
H 2.12449 2.28408 5.82197  0.0000
Se 4.34213 -3.03128 0.90584  0.0149
C 2.64985 -2.51199 1.21298  0.0190
N 1.55754 -2.19866 1.48543  0.0739

***

3.
# C9H21N3O3Sn

A structure of composition C9H21N3O3Sn in a non-equilibrium geometry (ωB97M-V/def2-TZVPD, the OMol25 dataset).

As for the net charge: +2. Its frontier orbital gap is 2.92 eV.

Last column: natural (NBO) charge in e.
CARTESIAN COORDINATES (ANGSTROEM)
Sn -3.22494 -2.43432 -0.12186  1.6290
C 3.23182 -3.40257 1.12379  -0.7026
C 1.99073 -4.18795 1.49301  0.6744
O 0.90873 -3.64177 1.44905  -0.6537
N 2.19929 -5.44046 1.75699  -0.5608
C 1.22326 -6.45605 2.17476  -0.4239
H 3.12443 -2.34456 1.36290  0.2414
H 3.26379 -3.35909 0.03512  0.2428
H 4.14462 -3.75010 1.60764  0.2343
H 3.14527 -5.79269 1.79082  0.4093
H 0.21219 -6.04891 2.18307  0.2181
H 1.49777 -6.76853 3.18228  0.2194
H 1.38251 -7.33786 1.55414  0.2192
C -3.02143 2.98311 -3.94937  -0.6916
C -1.90467 2.06779 -3.48594  0.6771
O -2.27799 1.02578 -2.94227  -0.6380
N -0.66765 2.46995 -3.60374  -0.5780
C 0.39430 1.53978 -3.13473  -0.4252
H -3.11656 2.92432 -5.03362  0.2513
H -2.73168 4.00558 -3.70710  0.2304
H -4.01057 2.77253 -3.54274  0.2451
H -0.29560 3.32468 -3.99247  0.4293
H 1.20320 1.50269 -3.86439  0.2207
H -0.00214 0.54238 -2.94464  0.2257
H 0.81725 2.00037 -2.24195  0.2041
C 0.90285 2.04401 2.71558  -0.7219
C -0.53271 2.17494 2.16140  0.6815
O -1.28635 1.20094 2.01701  -0.6591
N -0.84047 3.34541 1.66551  -0.5645
C -2.12817 3.70494 1.09382  -0.4201
H 1.03247 2.77376 3.51481  0.2426
H 1.75837 2.04189 2.04018  0.2473
H 1.00126 1.05302 3.15870  0.2437
H -0.15360 4.08563 1.68485  0.4067
H -2.60576 2.78207 0.76470  0.2176
H -1.82600 4.36019 0.27686  0.2086
H -2.80775 4.23925 1.75774  0.2200

***

4.
# C28H18ClF3INO4PSSn

A structure of composition C28H18ClF3INO4PSSn (ωB97M-V/def2-TZVPD, the OMol25 dataset).

As for the net charge: -1. Its frontier orbital gap is 7.22 eV.

Last column: natural (NBO) charge in e.
CARTESIAN COORDINATES (ANGSTROEM)
Sn 0.10444 2.75112 -0.13501  1.2709
O 4.08083 2.78116 1.30677  -0.9661
S 3.03113 1.94646 0.78802  2.4153
O 1.78621 1.95693 1.59158  -1.0395
O 2.69326 2.15693 -0.62258  -1.0137
C 3.67319 0.27491 0.90462  -0.3100
C 4.95992 0.12999 1.41269  -0.1848
C 5.54392 -1.12436 1.48460  -0.2087
C 4.84348 -2.24094 1.04561  -0.2344
C 3.55666 -2.08858 0.55739  -0.1338
C 2.95090 -0.83567 0.48620  -0.3332
P 1.18805 -0.67733 -0.04422  0.8691
C 1.24642 -1.43307 -1.70772  -0.2481
C 0.12652 -2.04793 -2.26488  -0.2336
C 0.13727 -2.48680 -3.58140  -0.2163
C 1.26291 -2.30059 -4.36969  -0.2263
C 2.37284 -1.66082 -3.83536  -0.1972
C 2.36490 -1.22867 -2.51841  -0.2334
C 0.46576 -2.00279 1.00313  -0.3502
C 0.05026 -1.58689 2.26971  -0.1522
C -0.48468 -2.48950 3.17621  -0.2184
C -0.63290 -3.82332 2.82233  -0.2203
C -0.22978 -4.24937 1.56445  -0.2188
C 0.32236 -3.34685 0.66567  -0.2159
H 5.49011 1.01551 1.73087  0.2505
H 6.54699 -1.22835 1.87861  0.2083
H 5.29186 -3.22536 1.09127  0.2067
H 3.00304 -2.96154 0.23265  0.2034
H -0.77138 -2.17779 -1.67167  0.2143
H -0.74216 -2.96727 -3.99142  0.2079
H 1.27034 -2.63906 -5.39801  0.2063
H 3.24964 -1.49140 -4.44747  0.2084
H 3.23297 -0.72068 -2.11693  0.2288
H 0.14834 -0.54020 2.54058  0.2273
H -0.79800 -2.14705 4.15410  0.2112
H -1.06307 -4.52780 3.52304  0.2072
H -0.33813 -5.28941 1.28257  0.2072
H 0.64410 -3.69775 -0.30710  0.2187
Cl -7.55104 2.36564 -0.65992  -0.0438
C -5.85296 2.76593 -0.51024  -0.1007
C -5.44348 4.04146 -0.76046  -0.2183
C -4.08963 4.39579 -0.65841  -0.2888
I -3.53007 6.35618 -1.07023  0.1338
C -3.09468 3.48888 -0.30226  0.4351
O -1.85701 3.81468 -0.22564  -0.8477
C -3.55665 2.13902 -0.01785  0.0553
N -2.61023 1.25026 0.36774  -0.4058
C -2.95488 0.01490 0.61822  0.0403
C -4.28258 -0.44898 0.51785  -0.2678
C -5.25700 0.43263 0.15311  -0.1632
C -4.91873 1.77499 -0.12762  -0.0377
H -6.17080 4.78900 -1.04644  0.2304
H -2.16314 -0.66187 0.92372  0.1954
H -4.51226 -1.48249 0.74112  0.2131
H -6.29017 0.12114 0.07523  0.2202
F -0.08670 5.66128 1.05456  -0.3631
C 0.76919 4.87910 0.34930  0.5467
F 0.90187 5.49835 -0.87604  -0.3807
F 1.97240 5.02825 0.95347  -0.3588

***

no.,energy (eV)
1,-40598.726
2,-156206.470
3,-26097.307
4,-93742.716